Record 1
The following is a DFT calculation (ωB97M-V/def2-TZVPD) of a structure of composition C22H25F2N3O.

orbital gap: 8.476 eV
LUMO level: 0.39 eV
molecular weight: 385.46 g mol⁻¹
E_tot: -1291.914828 Ha
highest occupied orbital energy: -0.297 Eh

Geometry (Å):
1 C -1.043 -0.358 1.484
2 C 4.461 0.946 -0.591
3 H -2.120 -2.269 2.007
4 H -0.438 -3.153 -2.416
5 H -3.294 -1.720 -1.606
6 O -4.051 -2.357 0.433
7 H -1.119 5.646 0.666
8 C 4.360 -1.202 0.689
9 H -1.021 -4.788 -2.128
10 H -3.093 -0.663 -0.253
11 C -1.241 -3.497 -0.440
12 H -3.195 2.778 -1.797
13 F 3.838 -2.112 1.567
14 C -0.384 2.416 -0.010
15 C -3.225 -1.525 -0.210
16 H -1.599 0.841 -1.240
17 C -5.353 -2.156 0.213
18 C -0.128 3.734 0.376
19 C -2.236 4.122 -0.622
20 H -1.935 0.451 1.406
21 C 6.447 -0.249 -0.481
22 H 3.855 1.637 -0.979
23 C 1.505 -0.649 1.019
24 H -5.615 -0.889 0.288
25 C -1.511 2.011 -0.975
26 H 6.332 -2.197 0.493
27 H -2.158 -4.097 -0.034
28 C -1.610 -2.181 -0.283
29 H -0.848 -0.409 2.858
30 H 6.270 1.439 -1.463
31 H 1.676 -1.510 1.474
32 H -2.997 5.221 -1.154
33 C -1.215 4.536 0.198
34 N 2.319 0.369 0.396
35 C 5.818 -1.370 0.376
36 F 7.787 -0.313 -0.661
37 C 5.740 0.737 -1.021
38 H 1.864 3.881 0.820
39 H 0.901 3.335 2.108
40 H 0.802 5.102 1.759
41 C 0.214 0.086 0.897
42 C 0.567 1.080 0.173
43 N 1.710 1.402 -0.167
44 C 0.915 4.009 1.421
45 H -5.792 -2.724 0.936
46 C 3.766 0.112 0.098
47 C -2.503 2.968 -1.036
48 N -1.344 -1.852 1.311
49 H -2.001 -3.489 -2.554
50 C -1.217 -3.783 -1.840
51 H -5.453 -2.332 -0.849
52 H -1.094 -1.330 -0.700
53 H -0.314 -3.686 0.044

These are the Löwdin partial charges, in e, on atoms 1 to 2: number 1, C, carries -0.201; number 2, C, carries -0.057



Record 2
The following is a DFT calculation (ωB97M-V/def2-TZVPD) of a structure of composition C22H25F6INO4PS4SbScSeSi.

orbital gap (alpha / beta): 7.391 / 5.841 eV
charge: -1
LUMO level (alpha / beta): 1.98 / 0.13 eV
molecular weight: 1041.34 g mol⁻¹
E_tot: -7732.509516 Ha
<S²>: 0.762
spin multiplicity: 2
highest occupied orbital energy (alpha / beta): -0.199 / -0.210 Eh

Geometry (Å):
1 F -0.467 4.261 2.267
2 H -4.352 -1.057 3.694
3 H -3.545 -3.906 1.913
4 Se -1.044 -1.746 0.868
5 C -0.562 -1.698 -4.757
6 H -1.964 1.740 -1.706
7 I 3.762 -4.515 0.400
8 Sc 0.259 0.468 1.615
9 F -1.882 3.275 4.234
10 C 4.109 -2.224 5.296
11 N 0.914 -3.332 -1.890
12 H 1.322 -1.055 -5.561
13 H -0.780 -2.364 -5.583
14 O -2.038 2.840 0.468
15 S 2.827 -0.260 1.741
16 C 0.616 -0.962 -4.745
17 H 3.008 0.301 -1.281
18 H 5.135 3.887 -2.248
19 Si -3.183 -1.472 1.567
20 H -2.732 -1.714 3.985
21 O -1.045 4.554 -0.622
22 H 1.914 -2.769 1.145
23 H -5.080 -3.077 1.596
24 F -1.367 1.423 2.468
25 H 5.127 1.465 -1.712
26 H 0.881 3.990 -1.869
27 H 2.997 5.133 -2.314
28 C 1.895 -3.485 0.329
29 F 0.933 2.191 1.339
30 H -1.855 -0.671 -1.802
31 H -2.940 -0.007 3.556
32 O 2.410 -1.763 -1.240
33 H -0.843 2.835 -2.538
34 F -3.750 2.443 2.485
35 H 0.179 -3.922 -1.541
36 C 1.984 -1.055 4.235
37 H 1.817 0.463 -3.694
38 C -3.306 -1.018 3.373
39 F -3.049 4.948 2.284
40 S 4.530 -1.678 3.664
41 C 1.793 2.051 -1.594
42 H -5.096 -0.090 0.814
43 C 1.801 3.414 -1.875
44 O 4.865 -2.817 6.016
45 C -4.026 -3.133 1.309
46 C -4.054 -0.202 0.502
47 C 3.002 4.070 -2.111
48 C -1.354 3.397 -0.534
49 C 1.765 -2.762 -0.992
50 H -2.375 -2.152 -3.694
51 P 0.274 1.134 -1.193
52 H 1.114 -4.219 0.494
53 C 0.003 0.028 -2.632
54 H -4.046 -0.509 -0.549
55 C 3.001 1.360 -1.521
56 C -1.172 -0.726 -2.644
57 C 0.896 -0.102 -3.691
58 C -1.067 2.350 -1.590
59 S 0.442 -0.412 4.119
60 C 4.197 2.015 -1.769
61 S 2.425 -1.873 5.717
62 C 2.980 -0.982 3.249
63 H -3.576 0.777 0.586
64 H 0.690 -2.773 -2.701
65 Sb -2.090 3.338 2.371
66 C 4.200 3.372 -2.067
67 H -3.971 -3.440 0.261
68 C -1.457 -1.576 -3.702

These are the Löwdin partial charges, in e, on atoms 1 to 2: number 1, F, carries -0.314; number 2, H, carries 0.034



Record 3
The following is a DFT calculation (ωB97M-V/def2-TZVPD) of a structure of composition C22H25IrN3O4S2.

orbital gap (alpha / beta): 7.660 / 6.176 eV
charge: +2
LUMO level (alpha / beta): -6.32 / -8.66 eV
molecular weight: 651.81 g mol⁻¹
E_tot: -2218.596815 Ha
<S²>: 8.792
spin multiplicity: 6
highest occupied orbital energy (alpha / beta): -0.514 / -0.545 Eh

Geometry (Å):
1 C 0.080 3.796 -0.646
2 C 2.520 -1.600 -4.366
3 H -2.402 -1.929 -2.126
4 C -2.211 -2.233 -1.097
5 H -0.185 0.209 5.078
6 C -2.336 2.507 -0.476
7 C 2.737 -1.312 -2.009
8 C -0.049 2.400 -0.694
9 C 1.140 1.577 -0.783
10 H -3.297 -2.994 0.608
11 O -3.321 -0.192 0.430
12 C 1.381 4.367 -0.682
13 C 4.107 -1.518 -2.062
14 C 1.035 -1.332 3.176
15 H -1.392 -0.987 5.559
16 S 1.960 -0.967 -0.472
17 H 1.449 -2.130 2.565
18 H -1.563 -3.106 -1.067
19 H -5.811 -0.105 0.406
20 H -1.975 0.559 3.423
21 H -4.217 -3.032 -0.888
22 H 4.349 -2.021 -5.397
23 C -1.103 4.553 -0.536
24 C 2.515 3.569 -0.755
25 H 1.803 -0.588 3.385
26 O 0.297 0.994 2.007
27 N 0.902 0.281 -0.812
28 H 3.492 4.032 -0.770
29 Ir -1.054 -0.537 -0.221
30 C 1.929 -1.346 -3.142
31 C -0.717 -0.689 4.757
32 H -2.175 -1.206 3.216
33 N -1.239 1.779 -0.606
34 H -6.019 -1.716 -0.179
35 C 2.415 2.194 -0.814
36 S -0.183 -0.391 2.176
37 H 1.476 5.445 -0.648
38 C 0.278 -1.796 4.412
39 H -3.265 1.964 -0.372
40 N -5.400 -0.973 0.101
41 C -1.476 -0.406 3.470
42 H 0.970 -1.981 5.232
43 H 5.745 -1.958 -3.368
44 H 3.297 1.572 -0.877
45 H -3.237 4.452 -0.370
46 C -2.309 3.905 -0.454
47 H 0.863 -1.177 -3.056
48 C 4.681 -1.779 -3.296
49 H -1.046 5.634 -0.507
50 C -3.497 -2.443 -0.315
51 C -4.085 -1.120 0.089
52 O 0.991 -1.997 -0.112
53 O 2.893 -0.580 0.538
54 H 1.917 -1.634 -5.263
55 H -0.253 -2.728 4.208
56 C 3.892 -1.818 -4.438
57 H 4.702 -1.473 -1.159

These are the Löwdin partial charges, in e, on atoms 1 to 2: number 1, C, carries -0.118; number 2, C, carries -0.042



Record 4
The following is a DFT calculation (ωB97M-V/def2-TZVPD) of a structure of composition C22H25IrNO2STe.

orbital gap (alpha / beta): 5.975 / 4.672 eV
charge: +2
LUMO level (alpha / beta): -7.84 / -9.14 eV
molecular weight: 687.33 g mol⁻¹
E_tot: -1828.582851 Ha
<S²>: 0.783
spin multiplicity: 2
highest occupied orbital energy (alpha / beta): -0.508 / -0.508 Eh

Geometry (Å):
1 C 1.651 -2.120 4.063
2 C 3.155 -0.516 1.019
3 C -1.228 4.333 -2.940
4 C -1.881 -3.345 3.937
5 H -1.401 2.427 1.470
6 H -3.296 6.119 -0.930
7 H -0.362 -3.309 5.441
8 Te 1.098 -2.604 -1.982
9 H 3.095 -3.098 -0.291
10 C -1.687 4.032 -0.606
11 H -1.338 4.917 -3.846
12 H -0.630 -4.495 -1.178
13 C 2.154 -1.192 1.892
14 H 2.796 -4.516 -1.321
15 H 3.224 0.541 1.289
16 H 3.535 -1.282 3.530
17 H 2.905 -0.562 -0.035
18 C -0.952 2.858 -0.600
19 H -1.896 6.921 -1.636
20 H -2.152 4.375 0.311
21 H 0.286 2.122 1.019
22 O 1.320 0.803 -1.049
23 C 0.352 -2.424 3.607
24 C 0.267 1.113 -1.705
25 C -1.264 -2.387 1.799
26 C -0.624 -3.055 4.422
27 H -0.082 1.614 -4.443
28 C 2.530 -1.522 3.212
29 C -2.206 -3.017 2.623
30 H -3.126 6.233 -2.686
31 H -3.189 -3.241 2.230
32 H -2.614 -3.824 4.570
33 H -1.028 1.000 0.545
34 H 1.727 -4.199 0.078
35 Ir 0.160 -0.842 -0.386
36 O -0.441 0.092 -2.080
37 C -0.382 2.429 -1.808
38 H 0.017 -4.848 -2.809
39 C 2.329 -3.748 -0.706
40 N 0.922 -1.464 1.444
41 C 0.030 -2.081 2.291
42 H 1.939 -2.367 5.078
43 C -2.586 6.083 -1.753
44 C 0.134 2.669 -4.264
45 H 1.219 2.790 -4.223
46 C -0.505 3.150 -2.990
47 S -1.645 -1.987 0.201
48 C -0.747 2.077 0.674
49 H 4.141 -0.951 1.182
50 C -1.826 4.787 -1.767
51 H -0.229 3.234 -5.119
52 C -0.398 -4.082 -2.155
53 H -1.275 -3.637 -2.618

These are the Löwdin partial charges, in e, on atoms 1 to 2: number 1, C, carries 0.058; number 2, C, carries -0.016



The evaluated energy above the lowest of the compared OMol25 structures with the same formula, charge and spin for the records listed, in turn: 394.12; 20.99; 0.00; 0.00 kcal per mole.